Entry 1:
{"formula": "C38H70Cl2N11O10S", "method": "the ωB97M-V functional and the def2-TZVPD basis", "species": ["C", "C", "C", "C", "C", "C", "Cl", "C", "C", "Cl", "C", "C", "N", "C", "N", "S", "N", "C", "C", "C", "O", "O", "H", "H", "H", "H", "H", "H", "H", "H", "H", "H", "H", "H", "H", "H", "C", "O", "N", "C", "C", "H", "H", "H", "H", "H", "H", "H", "C", "O", "N", "C", "C", "H", "H", "H", "H", "H", "H", "H", "C", "O", "N", "C", "C", "H", "H", "H", "H", "H", "H", "H", "C", "O", "N", "C", "C", "H", "H", "H", "H", "H", "H", "H", "C", "O", "N", "C", "C", "H", "H", "H", "H", "H", "H", "H", "C", "O", "N", "C", "C", "H", "H", "H", "H", "H", "H", "H", "C", "O", "N", "C", "C", "H", "H", "H", "H", "H", "H", "H", "C", "O", "N", "C", "C", "H", "H", "H", "H", "H", "H", "H"], "coordinates": [[0.54, -2.13, 3.34], [0.14, -2.78, 1.98], [-0.56, -1.83, 0.95], [-0.68, -0.38, 1.42], [-1.91, 0.01, 2.15], [-2.98, -1.02, 2.39], [-2.74, -2.34, 3.55], [-4.14, -1.00, 1.72], [-4.45, 0.11, 0.70], [-5.36, -2.25, 1.98], [-2.10, 1.30, 2.59], [-3.33, 1.86, 3.33], [-3.99, 0.95, 4.27], [-1.03, 2.22, 2.32], [-1.06, 3.51, 2.68], [0.34, 4.13, 2.16], [1.05, 2.86, 1.44], [0.18, 1.86, 1.60], [0.31, 0.51, 1.13], [1.58, 0.12, 0.34], [2.72, 0.27, 0.82], [1.38, -0.32, -0.82], [-0.24, -1.53, 3.79], [0.74, -2.98, 4.03], [1.49, -1.58, 3.27], [-0.44, -3.70, 2.18], [1.08, -3.13, 1.51], [0.05, -1.82, 0.04], [-1.55, -2.22, 0.66], [-4.20, 1.10, 1.07], [-5.52, 0.07, 0.46], [-3.91, -0.05, -0.25], [-4.01, 2.29, 2.58], [-2.95, 2.72, 3.92], [-3.40, 0.18, 4.53], [-4.84, 0.62, 3.81], [-1.20, 5.54, 6.84], [-1.17, 5.59, 8.05], [-1.06, 6.60, 6.01], [-1.12, 6.47, 4.57], [-0.85, 7.91, 6.59], [-1.36, 4.59, 6.30], [-0.18, 6.81, 4.14], [-1.94, 7.08, 4.18], [-1.29, 5.43, 4.28], [0.06, 7.90, 7.20], [-1.69, 8.16, 7.24], [-0.75, 8.65, 5.81], [-5.79, 0.57, -3.36], [-5.50, 1.21, -2.37], [-6.34, -0.66, -3.35], [-6.66, -1.38, -4.56], [-6.61, -1.26, -2.06], [-5.61, 0.96, -4.38], [-7.73, -1.60, -4.58], [-6.11, -2.32, -4.58], [-6.39, -0.80, -5.44], [-7.30, -0.62, -1.50], [-5.68, -1.34, -1.49], [-7.05, -2.25, -2.18], [3.76, -3.63, -2.10], [2.91, -3.80, -1.25], [3.76, -2.65, -3.02], [4.82, -2.52, -4.00], [2.66, -1.68, -3.03], [4.63, -4.30, -2.19], [5.29, -1.55, -3.89], [4.38, -2.59, -5.01], [5.56, -3.30, -3.88], [2.63, -1.16, -2.07], [1.72, -2.21, -3.18], [2.81, -0.95, -3.83], [0.39, -0.74, 6.46], [0.42, -0.25, 5.35], [-0.59, -0.54, 7.38], [-0.56, -1.16, 8.68], [-1.70, 0.32, 7.03], [1.18, -1.41, 6.82], [-1.45, -1.79, 8.81], [-0.56, -0.39, 9.46], [0.33, -1.78, 8.79], [-2.21, -0.08, 6.15], [-1.33, 1.32, 6.79], [-2.40, 0.39, 7.86], [2.66, 6.73, 3.32], [2.24, 7.62, 4.03], [3.88, 6.70, 2.76], [4.32, 5.60, 1.92], [4.79, 7.81, 3.00], [2.06, 5.85, 3.07], [5.20, 5.14, 2.35], [4.56, 5.98, 0.92], [3.53, 4.85, 1.82], [4.97, 7.90, 4.07], [4.34, 8.74, 2.65], [5.73, 7.64, 2.48], [7.01, 0.85, -5.18], [6.12, 0.02, -5.24], [7.79, 1.06, -4.11], [8.83, 2.07, -4.10], [7.56, 0.26, -2.91], [7.25, 1.50, -6.04], [9.79, 1.59, -3.90], [8.63, 2.80, -3.31], [8.87, 2.58, -5.06], [7.70, -0.79, -3.15], [6.54, 0.41, -2.56], [8.26, 0.55, -2.13], [-5.39, -4.87, -6.41], [-6.27, -5.30, -5.68], [-4.17, -4.48, -6.00], [-3.17, -3.98, -6.93], [-3.84, -4.57, -4.59], [-5.54, -4.76, -7.50], [-2.29, -4.62, -6.89], [-2.90, -2.96, -6.65], [-3.57, -3.97, -7.95], [-3.93, -5.60, -4.26], [-4.53, -3.95, -4.02], [-2.82, -4.22, -4.42], [-0.29, -5.83, -5.22], [-0.69, -4.93, -4.51], [0.91, -5.86, -5.82], [1.33, -6.97, -6.65], [1.82, -4.74, -5.61], [-0.91, -6.72, -5.44], [2.23, -7.42, -6.22], [1.56, -6.61, -7.65], [0.55, -7.73, -6.71], [2.02, -4.64, -4.54], [1.35, -3.83, -5.96], [2.76, -4.91, -6.14]], "lowdin_charge": [-0.147, -0.222, -0.129, -0.103, -0.116, -0.618, 0.697, -0.700, -0.079, 0.607, -0.108, -0.205, 0.025, -0.279, -0.229, 0.983, -0.176, -0.270, -0.014, -0.656, -0.028, -0.071, -0.005, 0.072, 0.082, 0.079, 0.102, 0.100, 0.107, 0.059, 0.057, 0.093, 0.113, 0.094, 0.016, 0.060, -0.354, -0.007, -0.189, -0.058, -0.046, 0.131, 0.064, 0.092, 0.041, 0.092, 0.087, 0.086, -0.354, 0.012, -0.194, -0.047, -0.041, 0.130, 0.092, 0.067, 0.084, 0.095, 0.077, 0.091, -0.383, 0.010, -0.192, -0.073, -0.031, 0.121, 0.046, 0.081, 0.079, 0.061, 0.088, 0.087, -0.338, 0.013, -0.196, -0.068, -0.030, 0.137, 0.086, 0.087, 0.079, 0.063, 0.094, 0.089, -0.356, -0.005, -0.197, -0.042, -0.048, 0.052, 0.091, 0.089, 0.077, 0.090, 0.090, 0.083, -0.346, 0.009, -0.199, -0.065, -0.032, 0.130, 0.087, 0.089, 0.080, 0.091, 0.102, 0.086, -0.374, -0.002, -0.189, -0.050, -0.031, 0.127, 0.073, 0.095, 0.080, 0.098, 0.076, 0.066, -0.358, 0.013, -0.196, -0.063, -0.031, 0.135, 0.089, 0.087, 0.080, 0.091, 0.096, 0.086], "multiplicity": 1, "charge": -1}



Entry 2:
{"formula": "C38H70N6O5S2", "method": "the ωB97M-V functional and the def2-TZVPD basis", "species": ["C", "C", "C", "C", "N", "C", "C", "C", "C", "C", "C", "C", "C", "C", "C", "C", "C", "S", "C", "S", "N", "C", "C", "O", "C", "C", "O", "C", "C", "N", "C", "C", "C", "C", "C", "C", "H", "H", "H", "H", "H", "H", "H", "H", "H", "H", "H", "H", "H", "H", "H", "H", "H", "H", "H", "H", "H", "H", "H", "H", "H", "H", "H", "H", "H", "H", "H", "H", "H", "H", "H", "H", "H", "H", "H", "H", "H", "H", "H", "H", "H", "H", "H", "H", "H", "C", "O", "N", "C", "C", "H", "H", "H", "H", "H", "H", "H", "C", "O", "N", "C", "C", "H", "H", "H", "H", "H", "H", "H", "C", "O", "N", "C", "C", "H", "H", "H", "H", "H", "H", "H"], "coordinates": [[-5.18, 1.90, 2.72], [-4.05, 2.43, 2.20], [-3.85, 2.58, 0.72], [-2.91, 1.52, 0.15], [-3.34, 0.17, 0.45], [-1.42, 1.76, 0.51], [-1.00, 1.61, 1.96], [-1.31, 0.52, 2.77], [-0.87, 0.41, 4.09], [-0.08, 1.42, 4.64], [0.24, 2.51, 3.85], [-0.19, 2.62, 2.52], [0.26, 3.83, 1.74], [-2.99, 1.66, -1.42], [-4.25, 1.05, -2.04], [-4.02, -0.08, -3.05], [-2.93, -1.12, -2.71], [-3.44, -2.85, -2.95], [-3.95, -3.43, -1.31], [-5.49, -3.22, -0.86], [-3.05, -4.08, -0.45], [-2.04, -4.91, -1.14], [-0.63, -4.35, -1.18], [-0.23, -3.78, 0.07], [-1.10, -2.69, 0.29], [-2.48, -3.23, 0.61], [-2.93, 3.06, -1.79], [-1.78, 3.41, -2.56], [-1.99, 2.88, -3.99], [-1.13, 3.54, -4.99], [-1.69, 4.95, -2.52], [-0.36, 5.44, -1.92], [0.88, 5.02, -2.70], [2.06, 4.61, -1.78], [2.57, 3.18, -2.02], [3.67, 3.11, -3.08], [-5.17, 1.12, 3.47], [-6.17, 2.25, 2.43], [-3.29, 2.78, 2.90], [-4.83, 2.46, 0.24], [-3.49, 3.58, 0.49], [-2.55, -0.45, 0.48], [-3.89, 0.12, 1.30], [-0.81, 1.07, -0.09], [-1.18, 2.75, 0.13], [-1.90, -0.30, 2.40], [-1.13, -0.47, 4.65], [0.28, 1.31, 5.65], [0.87, 3.28, 4.28], [0.74, 3.49, 0.82], [-0.55, 4.50, 1.45], [1.04, 4.35, 2.29], [-2.07, 1.22, -1.81], [-4.98, 0.76, -1.29], [-4.73, 1.86, -2.59], [-4.95, -0.60, -3.28], [-3.73, 0.39, -3.99], [-2.10, -0.98, -3.40], [-2.52, -1.00, -1.72], [-2.00, -5.87, -0.62], [-2.33, -5.14, -2.16], [-0.47, -3.61, -1.96], [0.05, -5.18, -1.35], [-1.13, -2.05, -0.60], [-0.74, -2.12, 1.14], [-2.49, -3.76, 1.56], [-3.15, -2.38, 0.74], [-0.85, 3.03, -2.12], [-3.05, 2.97, -4.25], [-1.74, 1.82, -3.98], [-1.72, 4.13, -5.56], [-0.74, 2.85, -5.62], [-2.48, 5.33, -1.86], [-1.87, 5.39, -3.50], [-0.34, 5.08, -0.89], [-0.41, 6.53, -1.87], [1.24, 5.84, -3.33], [0.67, 4.18, -3.36], [1.75, 4.67, -0.74], [2.92, 5.28, -1.90], [1.76, 2.48, -2.25], [3.02, 2.82, -1.10], [3.26, 3.32, -4.07], [4.49, 3.78, -2.84], [4.05, 2.09, -3.12], [2.13, -2.32, 5.45], [1.16, -1.73, 5.90], [2.63, -2.13, 4.22], [3.79, -2.85, 3.73], [1.98, -1.16, 3.35], [2.68, -3.07, 6.04], [4.56, -2.14, 3.47], [3.51, -3.42, 2.84], [4.16, -3.54, 4.49], [2.00, -0.18, 3.82], [0.94, -1.44, 3.19], [2.50, -1.12, 2.40], [6.03, 0.49, 2.97], [5.26, -0.34, 2.53], [5.66, 1.66, 3.52], [6.62, 2.62, 4.03], [4.24, 1.98, 3.59], [7.12, 0.34, 2.97], [6.45, 2.79, 5.09], [6.54, 3.56, 3.50], [7.63, 2.23, 3.90], [3.72, 1.23, 4.18], [3.81, 1.99, 2.59], [4.11, 2.96, 4.05], [0.78, -7.70, -2.28], [0.01, -6.95, -2.84], [1.67, -8.49, -2.90], [2.57, -9.37, -2.18], [1.73, -8.45, -4.35], [0.81, -7.80, -1.18], [3.60, -9.10, -2.39], [2.40, -10.40, -2.48], [2.39, -9.28, -1.11], [1.97, -7.44, -4.69], [0.77, -8.73, -4.78], [2.50, -9.14, -4.71]], "lowdin_charge": [0.002, -0.154, -0.116, -0.427, 0.116, -0.061, -0.160, -0.051, -0.092, -0.089, -0.055, -0.215, -0.046, -0.270, -0.130, -0.226, -0.468, 0.856, -1.083, 0.693, -0.174, -0.165, -0.190, -0.118, -0.203, -0.144, -0.111, -0.326, -0.194, 0.014, -0.130, -0.186, -0.190, -0.204, -0.275, -0.113, 0.053, 0.056, 0.105, 0.126, 0.121, 0.037, 0.078, 0.134, 0.093, 0.088, 0.105, 0.106, 0.103, 0.061, 0.083, 0.076, 0.128, 0.106, 0.118, 0.093, 0.092, 0.069, 0.036, 0.127, 0.094, 0.121, 0.093, 0.107, 0.114, 0.131, 0.086, 0.133, 0.124, 0.107, 0.069, 0.067, 0.116, 0.106, 0.085, 0.111, 0.109, 0.078, 0.075, 0.103, 0.098, 0.096, 0.071, 0.069, 0.067, -0.356, -0.002, -0.176, -0.050, -0.033, 0.130, 0.054, 0.093, 0.082, 0.066, 0.077, 0.092, -0.335, -0.003, -0.192, -0.056, -0.033, 0.136, 0.090, 0.090, 0.082, 0.082, 0.095, 0.087, -0.345, 0.010, -0.198, -0.057, -0.039, 0.138, 0.090, 0.090, 0.083, 0.093, 0.093, 0.085], "multiplicity": 1, "smiles": "C=CC[C@](N)(Cc1ccccc1C)[C@@H](CCCSC(=S)N1CCOCC1)O[C@@H](CN)CCCCCC.CN(C)C=O.CN(C)C=O.CN(C)C=O"}



Entry 3:
{"formula": "C38H71Cl10CuN7O14", "method": "the ωB97M-V functional and the def2-TZVPD basis", "species": ["Cu", "C", "C", "C", "O", "C", "C", "C", "O", "O", "O", "H", "H", "C", "O", "O", "O", "Cl", "C", "C", "Cl", "H", "H", "H", "H", "Cl", "C", "C", "Cl", "H", "H", "H", "H", "Cl", "C", "C", "Cl", "H", "H", "H", "H", "Cl", "C", "C", "Cl", "H", "H", "H", "H", "Cl", "C", "C", "Cl", "H", "H", "H", "H", "C", "O", "N", "C", "C", "H", "H", "H", "H", "H", "H", "H", "C", "O", "N", "C", "C", "H", "H", "H", "H", "H", "H", "H", "C", "O", "N", "C", "C", "H", "H", "H", "H", "H", "H", "H", "C", "O", "N", "C", "C", "H", "H", "H", "H", "H", "H", "H", "C", "O", "N", "C", "C", "H", "H", "H", "H", "H", "H", "H", "C", "O", "N", "C", "C", "H", "H", "H", "H", "H", "H", "H", "C", "O", "N", "C", "C", "H", "H", "H", "H", "H", "H", "H"], "coordinates": [[-3.37, 1.49, -0.46], [0.13, -0.87, -1.71], [1.29, -1.05, -1.04], [1.45, -0.61, 0.44], [2.53, -0.73, 1.16], [0.39, -0.15, 1.15], [-0.90, 0.10, 0.48], [-0.96, -0.10, -1.09], [-1.88, 0.47, -1.67], [-1.92, 0.56, 0.97], [2.24, -1.62, -1.75], [-0.05, -1.25, -2.71], [0.43, 0.04, 2.21], [-5.08, 2.85, 1.24], [-5.34, 2.53, 0.10], [-4.00, 2.46, 1.64], [-5.82, 3.29, 2.11], [7.40, -0.05, 0.71], [5.76, 0.01, -0.03], [5.77, 0.23, -1.58], [6.56, 1.78, -1.98], [5.15, 0.79, 0.41], [5.28, -0.96, 0.13], [4.80, 0.20, -2.06], [6.39, -0.55, -2.05], [6.79, -3.73, -0.74], [5.20, -4.01, -1.53], [4.10, -4.37, -0.50], [4.24, -6.06, -0.03], [5.35, -4.84, -2.22], [4.95, -3.14, -2.14], [3.09, -4.29, -0.90], [4.19, -3.68, 0.33], [-2.42, -4.63, 0.74], [-1.09, -3.52, 0.38], [0.20, -4.24, -0.06], [0.99, -4.92, 1.39], [-0.94, -2.82, 1.20], [-1.44, -3.05, -0.54], [0.93, -3.69, -0.65], [-0.18, -4.99, -0.76], [3.39, -0.56, -7.41], [4.00, 0.07, -5.88], [3.79, -0.99, -4.72], [5.04, -2.19, -4.82], [3.45, 1.00, -5.71], [5.06, 0.34, -5.91], [2.86, -1.55, -4.80], [3.85, -0.48, -3.76], [0.56, -3.52, 5.02], [1.54, -2.29, 4.07], [1.78, -0.94, 4.78], [0.23, -0.21, 5.03], [1.05, -2.06, 3.12], [2.47, -2.79, 3.80], [2.45, -0.29, 4.22], [2.36, -1.16, 5.67], [-1.15, 2.78, 3.36], [-2.27, 3.14, 3.67], [-0.13, 3.60, 3.51], [1.23, 3.12, 3.23], [-0.33, 5.01, 4.05], [-0.95, 1.84, 2.83], [1.73, 2.96, 4.19], [1.80, 3.78, 2.58], [1.14, 2.18, 2.68], [-1.34, 5.14, 4.46], [0.44, 5.27, 4.78], [-0.31, 5.77, 3.27], [-4.96, -1.40, 0.65], [-4.30, -0.66, -0.14], [-5.18, -2.69, 0.42], [-5.98, -3.44, 1.26], [-4.83, -3.22, -0.87], [-5.56, -1.09, 1.52], [-6.39, -2.92, 2.13], [-5.38, -4.27, 1.63], [-6.87, -3.77, 0.72], [-5.21, -4.24, -0.83], [-5.32, -2.65, -1.66], [-3.80, -3.34, -1.20], [-4.80, 0.61, -3.54], [-4.37, 1.35, -2.64], [-4.84, 0.96, -4.82], [-5.20, 0.04, -5.89], [-4.59, 2.25, -5.40], [-5.15, -0.43, -3.41], [-5.78, 0.64, -6.58], [-5.93, -0.68, -5.50], [-4.36, -0.50, -6.33], [-5.48, 2.75, -5.79], [-4.19, 2.95, -4.66], [-3.77, 2.17, -6.11], [-1.40, 4.14, -0.18], [-1.98, 3.13, -0.62], [-0.04, 4.30, -0.07], [0.51, 5.56, 0.43], [0.92, 3.35, -0.49], [-1.90, 5.10, 0.06], [1.17, 5.30, 1.27], [-0.23, 6.30, 0.73], [1.12, 5.92, -0.39], [1.51, 3.61, -1.37], [1.68, 3.18, 0.28], [0.50, 2.42, -0.84], [5.12, 1.46, 5.55], [5.21, 0.79, 6.57], [5.26, 0.90, 4.31], [5.01, 1.72, 3.14], [5.33, -0.52, 4.07], [4.99, 2.55, 5.57], [4.26, 1.17, 2.56], [5.89, 1.68, 2.50], [4.67, 2.75, 3.20], [5.29, -1.13, 4.96], [4.54, -0.89, 3.42], [6.24, -0.87, 3.58], [-3.48, -0.33, 3.88], [-4.14, 0.70, 4.19], [-3.93, -1.58, 4.09], [-3.01, -2.74, 3.77], [-5.22, -1.99, 4.74], [-2.43, -0.38, 3.55], [-3.50, -3.68, 3.49], [-2.47, -2.96, 4.69], [-2.23, -2.46, 3.06], [-5.82, -2.68, 4.16], [-5.07, -2.31, 5.77], [-5.87, -1.12, 4.86], [0.45, 1.94, -6.57], [0.22, 1.68, -7.75], [0.33, 1.07, -5.57], [0.44, 1.45, -4.16], [-0.36, -0.24, -5.83], [0.73, 2.94, -6.20], [0.58, 2.52, -4.04], [1.34, 0.92, -3.84], [-0.40, 1.07, -3.58], [-0.14, -0.69, -6.80], [-0.02, -1.02, -5.15], [-1.44, -0.30, -5.83]], "lowdin_charge": [0.321, -0.045, -0.376, -0.363, -0.121, -0.039, -0.314, -0.304, 0.002, 0.018, -0.137, 0.092, 0.056, -1.079, 0.044, 0.119, 0.044, 0.522, -0.633, -0.626, 0.500, 0.051, 0.053, 0.048, 0.050, 0.515, -0.643, -0.672, 0.531, 0.051, 0.020, 0.040, 0.069, 0.614, -0.635, -0.617, 0.565, 0.053, 0.058, 0.048, 0.065, 0.549, -0.649, -0.667, 0.591, 0.050, 0.059, 0.057, 0.036, 0.477, -0.619, -0.682, 0.644, 0.030, 0.063, 0.052, 0.071, -0.368, 0.031, -0.151, -0.066, -0.012, 0.112, 0.077, 0.053, 0.067, 0.078, 0.072, 0.056, -0.241, 0.011, -0.209, -0.102, -0.078, 0.152, 0.075, 0.079, 0.093, 0.078, 0.087, 0.055, -0.281, 0.025, -0.192, -0.065, -0.063, 0.136, 0.079, 0.080, 0.084, 0.089, 0.092, 0.091, -0.211, 0.017, -0.180, -0.062, -0.057, 0.142, 0.060, 0.086, 0.083, 0.084, 0.082, 0.090, -0.333, -0.009, -0.171, -0.071, -0.060, 0.131, 0.070, 0.054, 0.089, 0.089, 0.078, 0.075, -0.313, 0.005, -0.155, -0.055, -0.045, 0.108, 0.058, 0.055, 0.059, 0.052, 0.078, 0.079, -0.376, -0.030, -0.156, -0.036, -0.032, 0.129, 0.086, 0.081, 0.075, 0.073, 0.074, 0.077], "multiplicity": 2, "charge": -2}



Calculated values (eV/A) of largest force on an atom for the records, taken in order: 1.798 1.846 6.102.
Calculated values (eV) of E for the records, taken in order: -113288.9843 -81386.6580 -249516.3528.